# 1
C34H39EuN5O | the ωB97M-V functional and the def2-TZVPD basis

Calculated values
* multiplicity: 8
* net charge: -2
* highest occupied orbital energy (alpha / beta): 0.05811 / -0.05665 Eh

Each line ends with the Mulliken charge.
Geometry (Å):
Eu: -0.7121 -0.5151 -0.4237  1.063
N: -4.9427 0.4672 0.9516  -0.625
N: -0.6011 -1.9008 -2.9332  -0.422
C: 0.9367 -1.0311 2.0531  0.758
C: -0.1941 -1.9021 2.0256  -0.133
C: -1.2834 -1.2195 2.6860  0.187
C: -2.5873 -1.7356 2.9541  -1.685
H: -2.7346 -2.7858 2.6988  0.487
H: -3.5213 -1.2011 1.9085  0.515
H: -3.1009 -1.3591 3.8394  0.322
C: -0.8450 0.1109 2.9641  1.326
C: -1.6217 1.1465 3.6844  -1.940
H: -1.5037 1.0209 4.7735  0.366
H: -2.6958 1.1086 3.4584  0.358
H: -1.2634 2.1538 3.4344  0.403
C: 0.5180 0.2033 2.6360  0.658
C: 1.3431 1.3761 2.9855  -1.921
H: 0.9983 2.2733 2.4551  0.231
H: 2.4020 1.2247 2.7527  0.434
H: 1.2596 1.5824 4.0652  0.337
C: -0.2479 -3.2886 1.4951  -0.880
H: -0.0518 -4.0446 2.2756  0.286
H: 0.5017 -3.4470 0.7038  -0.117
H: -1.2354 -3.5250 1.0663  0.362
C: 2.3260 -1.3951 1.6816  -1.263
H: 2.8736 -0.5132 1.3267  0.264
H: 2.3499 -2.1497 0.8831  0.059
H: 2.8824 -1.8080 2.5423  0.348
C: -5.6303 1.4711 0.4331  -0.560
H: -6.4210 1.8109 1.1021  0.334
C: -5.2858 2.0450 -0.8015  -0.279
H: -5.8587 2.9489 -1.0567  0.297
C: -4.2964 1.4868 -1.5731  -0.709
H: -4.0089 1.9994 -2.4906  0.288
C: -3.6483 0.2963 -1.1530  -0.334
H: -2.9725 -0.1982 -1.8366  0.808
C: -4.0461 -0.1945 0.1106  0.592
C: -3.8799 -1.4077 0.8099  -1.322
H: -3.3637 -2.1928 0.2911  0.372
C: 0.5955 -1.4378 -2.6122  -0.779
C: -0.3864 -3.0718 -3.6738  -1.018
H: -1.2369 -3.6855 -3.9534  0.372
C: 0.9227 -3.2641 -3.9287  -0.287
H: 1.4618 -4.0008 -4.5651  0.654
N: 1.5665 -2.2155 -3.2132  0.219
C: 2.7527 -2.2301 -2.4907  0.126
C: 3.2612 -3.4837 -2.1127  0.658
C: 4.5977 -3.4503 -1.7354  -1.325
H: 5.1914 -4.3667 -1.7328  0.306
C: 5.1829 -2.2066 -1.4411  1.444
C: 6.6327 -2.2050 -1.1371  -1.503
H: 6.8892 -1.3412 -0.5160  0.389
H: 7.1619 -2.1351 -2.1001  0.282
H: 6.8954 -3.1464 -0.6452  0.361
C: 4.5177 -0.9810 -1.5525  -0.932
H: 5.0564 -0.0413 -1.3661  0.334
C: 3.1944 -0.9670 -1.9942  0.992
C: 2.3283 0.2571 -1.8970  -0.718
H: 1.3147 0.1095 -2.3963  0.587
H: 2.7638 1.1619 -2.3716  0.446
H: 2.0919 0.5711 -0.8518  -0.318
C: 2.4122 -4.7172 -2.0693  -1.523
H: 2.0205 -5.0686 -3.0316  0.384
H: 1.5466 -4.6026 -1.3942  0.115
H: 2.9922 -5.5603 -1.6758  0.390
N: -2.8656 7.2079 0.3055  -0.415
C: -1.6671 6.7291 -0.1608  0.164
O: -0.8577 7.4858 -0.7785  -0.779
C: -1.3579 5.2688 -0.0045  0.828
C: -0.0922 4.8035 -0.4039  -0.861
C: 0.2219 3.4421 -0.2951  -0.361
N: -0.6537 2.5172 0.1778  0.320
C: -1.8491 2.9789 0.6150  -0.347
C: -2.2582 4.3157 0.4886  -1.181
H: -2.9420 8.2430 0.2428  0.250
H: -3.2854 6.8141 1.1123  0.184
H: 0.6541 5.4762 -0.8212  0.392
H: 1.2019 3.0725 -0.6143  0.322
H: -2.5277 2.2413 1.0638  0.385
H: -3.2862 4.5712 0.7514  0.179


# 2
C34H39N2O | the ωB97M-V functional and the def2-TZVPD basis

Calculated values
* net charge: +1
* highest occupied orbital energy: -0.40020 Eh

Each line ends with the Mulliken charge.
Geometry (Å):
O: 0.5108 2.9136 2.5724  -0.467
C: 1.3373 2.1065 1.7554  0.264
C: 1.7053 0.7697 2.4203  -1.212
C: 0.7680 -0.3999 2.0859  -0.251
C: 0.4982 -0.4476 0.5980  -0.996
N: -0.1841 0.8153 0.1485  0.278
C: -1.5427 1.0494 0.7284  0.101
C: -2.3487 -0.0179 1.0718  -0.421
C: -3.6202 0.2955 1.5465  -0.603
C: -4.0028 1.6203 1.6303  -0.379
C: -3.1088 2.5961 1.2135  -0.862
N: -1.8884 2.3122 0.7648  -0.071
C: 0.7888 1.9593 0.3325  -0.871
H: -0.0814 2.3648 3.1002  0.092
H: 2.2586 2.6827 1.6267  0.454
H: 1.6719 0.9573 3.4973  0.443
H: 2.7398 0.5049 2.1868  0.422
H: 1.2606 -1.3347 2.3571  0.394
H: -0.1486 -0.3210 2.6750  0.386
H: -0.0497 -1.3236 0.2558  0.307
H: 1.4639 -0.4609 0.0841  0.569
H: -0.3572 0.7332 -0.8556  0.401
H: -2.0182 -1.0450 0.9976  0.501
H: -4.2903 -0.5005 1.8473  0.509
H: -4.9750 1.9049 2.0125  0.567
H: -3.3871 3.6441 1.2490  0.390
H: 0.3306 2.8801 -0.0206  0.367
H: 1.6234 1.7148 -0.3311  0.577
C: 2.2158 -5.0943 -0.1543  -0.442
C: 2.4186 -4.1580 0.8504  -0.536
C: 3.4593 -3.2441 0.7482  -0.294
C: 4.2970 -3.2609 -0.3590  -0.558
C: 4.0923 -4.1963 -1.3640  0.153
C: 3.0542 -5.1123 -1.2606  -0.494
H: 1.4104 -5.8125 -0.0727  0.394
H: 1.7707 -4.1458 1.7189  0.422
H: 3.6259 -2.5211 1.5390  0.484
H: 5.1094 -2.5496 -0.4373  0.384
H: 4.7415 -4.2132 -2.2290  0.074
H: 2.9010 -5.8437 -2.0434  0.396
C: 5.7379 -4.7960 -7.1486  -0.381
C: 6.1719 -3.4921 -6.9529  -0.356
C: 6.4871 -3.0496 -5.6758  -0.449
C: 6.3709 -3.9134 -4.5957  -0.275
C: 5.9385 -5.2179 -4.7911  -0.388
C: 5.6201 -5.6589 -6.0680  -0.405
H: 5.4945 -5.1411 -8.1450  0.362
H: 6.2681 -2.8217 -7.7969  0.360
H: 6.8265 -2.0331 -5.5234  0.355
H: 6.6254 -3.5694 -3.6005  0.422
H: 5.8541 -5.8942 -3.9492  0.419
H: 5.2845 -6.6763 -6.2216  0.364
C: -1.6307 3.7106 5.4569  -0.443
C: -2.1132 3.9328 6.7393  -0.395
C: -3.2351 3.2499 7.1905  -0.421
C: -3.8788 2.3389 6.3641  -0.612
C: -3.3927 2.1107 5.0851  -0.408
C: -2.2745 2.7970 4.6346  0.727
H: -0.7634 4.2514 5.0998  0.472
H: -1.6171 4.6436 7.3865  0.378
H: -3.6112 3.4317 8.1885  0.376
H: -4.7546 1.8103 6.7163  0.384
H: -3.8856 1.3992 4.4348  0.307
H: -1.9231 2.6269 3.6221  -0.278
C: -4.9490 1.8356 -2.8768  -0.511
C: -5.9912 2.2567 -3.6905  -0.427
C: -6.3466 3.5981 -3.7223  -0.438
C: -5.6604 4.5196 -2.9436  -0.430
C: -4.6169 4.0999 -2.1306  -0.497
C: -4.2644 2.7579 -2.0966  0.170
H: -4.6736 0.7885 -2.8512  0.351
H: -6.5258 1.5408 -4.3007  0.376
H: -7.1599 3.9262 -4.3558  0.369
H: -5.9370 5.5652 -2.9728  0.376
H: -4.0778 4.8204 -1.5278  0.392
H: -3.4470 2.4299 -1.4679  0.281


# 3
C34H40AsReS4Si | the ωB97M-V functional and the def2-TZVPD basis

Calculated values
* relative energy (zero: lowest compared OMol25 entry of this formula, charge and spin): 192.5 kJ/mol
* multiplicity: 2
* net charge: +3
* highest occupied orbital energy (alpha / beta): -0.56890 / -0.56908 Eh

Each line ends with the Mulliken charge.
Geometry (Å):
Re: 0.4023 1.4810 -0.2284  0.320
C: 2.8733 1.9862 2.0487  -0.976
C: 3.4603 2.5648 0.7741  -0.605
S: 2.7192 1.6797 -0.6357  0.000
C: 2.8953 2.8104 -2.0531  -0.544
C: 1.9320 2.3567 -3.1361  -0.954
S: 0.2321 1.9790 -2.5582  0.105
C: -0.6372 3.5830 -2.6403  -0.878
C: -0.3673 4.4657 -1.4408  -0.790
S: -0.7412 3.5130 0.0672  0.225
C: 0.3057 4.3881 1.2669  -0.664
C: 0.4526 3.4930 2.4807  -0.944
S: 1.0523 1.8169 2.0621  0.050
H: 3.1645 2.5775 2.9170  0.515
H: 3.2346 0.9704 2.2170  0.431
H: 4.5397 2.4163 0.7565  0.550
H: 3.2468 3.6264 0.6569  0.305
H: 3.9210 2.7768 -2.4195  0.556
H: 2.6744 3.8161 -1.6979  0.240
H: 2.2732 1.4329 -3.6042  0.452
H: 1.8556 3.1068 -3.9235  0.492
H: -1.6931 3.3158 -2.6995  0.219
H: -0.3587 4.0660 -3.5765  0.675
H: -1.0144 5.3432 -1.4501  0.621
H: 0.6730 4.7895 -1.4015  0.294
H: -0.1750 5.3319 1.5272  0.618
H: 1.2700 4.5904 0.8003  0.137
H: -0.5121 3.3267 2.9635  0.321
H: 1.1268 3.9133 3.2263  0.625
C: -5.7657 2.9189 -0.4997  -0.614
C: -5.4584 2.5011 0.7863  -0.726
C: -4.3101 1.7543 1.0242  -0.286
C: -3.4728 1.4382 -0.0363  0.601
C: -3.7803 1.8517 -1.3302  -0.065
C: -4.9311 2.5895 -1.5616  -0.968
As: -1.8655 0.4142 0.2214  1.321
C: -2.1973 -1.2438 -0.6932  -0.203
C: -2.2801 -1.4620 -2.0595  -0.599
C: -2.6531 -2.7183 -2.5216  -0.800
C: -2.9375 -3.7332 -1.6141  -0.919
C: -2.8584 -3.5082 -0.2449  -0.408
C: -2.4905 -2.2541 0.2307  0.961
C: -2.3927 -1.8576 1.6573  -0.064
C: -2.5962 -2.6952 2.7472  -0.434
C: -2.4584 -2.1989 4.0370  -0.991
C: -2.1126 -0.8709 4.2562  -0.886
C: -1.9019 -0.0245 3.1751  -0.203
C: -2.0508 -0.5184 1.8894  -0.119
H: -6.6659 3.4905 -0.6801  0.433
H: -6.1194 2.7443 1.6072  0.452
H: -4.0883 1.4126 2.0278  0.415
H: -3.1526 1.5593 -2.1677  0.511
H: -5.1897 2.8915 -2.5680  0.471
H: -2.0680 -0.6678 -2.7663  0.321
H: -2.7361 -2.9039 -3.5841  0.470
H: -3.2417 -4.7059 -1.9771  0.453
H: -3.1103 -4.3068 0.4414  0.495
H: -2.8720 -3.7319 2.6021  0.470
H: -2.6284 -2.8535 4.8812  0.458
H: -2.0175 -0.4963 5.2662  0.492
H: -1.6505 1.0157 3.3486  0.417
C: 0.9835 -3.0101 -1.7701  -0.270
Si: 1.9065 -3.3145 -0.2209  0.503
C: 1.0088 -3.0795 1.3569  -0.565
C: 3.6156 -3.8154 -0.2932  0.835
C: 4.3008 -4.2171 0.8728  -0.364
C: 5.5988 -4.6783 0.7890  -0.721
C: 6.2292 -4.7408 -0.4506  -0.399
C: 5.5710 -4.3467 -1.6132  -0.667
C: 4.2707 -3.8920 -1.5406  -0.380
H: 1.0231 -3.9075 -2.3955  0.503
H: 1.4430 -2.2069 -2.3533  0.406
H: -0.0606 -2.7649 -1.5752  -0.398
H: 0.1098 -3.7048 1.3485  0.271
H: 0.6444 -2.0471 1.4231  -0.043
H: 1.5977 -3.3093 2.2424  0.518
H: 3.8116 -4.1825 1.8385  0.325
H: 6.1216 -4.9991 1.6793  0.416
H: 7.2447 -5.1097 -0.5131  0.417
H: 6.0733 -4.4126 -2.5683  0.417
H: 3.7546 -3.6096 -2.4506  0.343